A cluster of 2 separate species, C6H14N3S in total at a distorted geometry, computed with the ωB97M-V functional and the def2-TZVPD basis.

Results
total charge: +1
largest force on an atom: 0.089 Eh/bohr
highest occupied orbital energy: -13.000 eV
E: -799.08536 Ha
lowest unoccupied orbital energy: -4.63 eV
relative energy (zero: lowest compared OMol25 entry of this formula, charge and spin): 424.5 kJ/mol
multiplicity: 1

```
24
Properties=species:S:1:pos:R:3:forces:R:3:mulliken_charge:R:1
C 0.701 2.570 -2.240 -1.359 1.507 -2.223 -0.252
C 0.510 1.214 -0.448 -0.403 -0.418 -1.634 -0.074
C 2.020 0.898 1.430 0.361 -2.057 0.252 -1.519
C 0.456 -0.961 0.630 -0.757 -0.158 0.488 -1.279
C -0.317 1.163 1.874 -3.186 2.071 -2.566 -1.544
C 0.637 0.573 0.868 0.395 -1.901 -0.531 1.702
N 0.854 2.253 -0.992 0.449 -0.615 2.008 -0.225
N -0.216 0.274 -2.127 0.068 -1.294 4.200 -0.365
N -2.212 -1.380 -2.275 -0.460 1.953 0.872 -0.820
S -0.198 1.413 -3.100 1.123 2.442 -1.381 0.135
H 0.797 3.628 -2.520 0.127 -0.825 -0.468 0.391
H 2.223 0.269 2.342 -0.994 1.559 0.100 0.366
H 2.005 1.962 1.416 1.079 0.783 0.935 0.479
H 2.853 0.442 0.925 0.293 0.412 -1.464 0.381
H 1.022 -1.156 -0.346 -0.648 -0.597 1.793 0.395
H 0.686 -1.597 1.594 0.102 1.276 -2.167 0.365
H -0.649 -1.113 0.468 1.050 -0.096 -0.147 0.187
H -0.092 0.610 2.702 -0.004 -1.097 2.702 0.506
H -1.452 1.101 1.584 2.094 -0.289 0.527 0.318
H -0.148 2.252 2.030 0.162 -0.805 0.053 0.397
H -1.058 -0.554 -2.045 0.290 0.398 -0.455 0.577
H -1.931 -1.758 -3.131 0.638 -1.894 -1.096 0.300
H -2.841 -0.621 -2.659 -0.055 -1.432 1.786 0.309
H -2.470 -2.045 -1.505 -0.364 1.076 -1.584 0.268
```
Forces are in eV/Å.

A structure of composition C6H14N4 at a distorted geometry, computed with the ωB97M-V functional and the def2-TZVPD basis.

Results
total charge: +2
largest force on an atom: 0.131 Eh/bohr
highest occupied orbital energy: -16.790 eV
E: -455.31587 Ha
lowest unoccupied orbital energy: -8.18 eV
relative energy (zero: lowest compared OMol25 entry of this formula, charge and spin): 401.7 kJ/mol
multiplicity: 1

```
24
Properties=species:S:1:pos:R:3:forces:R:3:mulliken_charge:R:1
C 1.033 0.678 0.374 -0.823 0.510 0.091 -0.554
C 0.393 0.668 1.575 1.628 -0.138 -1.541 -0.558
C 0.809 0.339 -1.042 0.135 0.991 1.082 -0.189
C 0.484 -0.791 -1.649 -2.088 -5.105 3.903 0.804
C -0.909 0.212 1.993 0.890 -1.530 -2.610 0.850
C -1.406 1.006 3.030 -2.233 3.184 2.178 -1.298
N 0.537 -1.287 -2.850 -0.185 0.150 -1.443 -0.456
N -1.527 -0.711 1.291 1.596 1.289 1.402 -0.256
N -0.096 -2.216 -0.505 -0.870 1.842 -3.198 -0.901
N 1.241 1.438 -2.012 -3.445 -1.660 -0.385 -0.277
H 1.881 1.328 0.384 0.879 0.222 0.434 0.359
H 0.941 1.200 2.344 -0.097 -0.041 0.013 0.410
H -1.347 2.066 2.656 -0.028 -0.643 -0.188 0.397
H -0.826 1.207 3.946 0.114 -0.983 -0.300 0.408
H -2.465 0.934 3.261 -0.005 -0.611 0.209 0.391
H -0.103 -1.993 -3.197 0.208 0.107 0.242 0.226
H 1.235 -0.977 -3.480 0.647 0.118 -0.925 0.252
H -0.939 -1.241 0.631 0.026 -0.431 -0.190 0.353
H -2.269 -1.192 1.726 -1.483 -0.381 0.264 0.295
H -0.984 -2.613 -1.019 1.927 1.204 0.935 0.340
H 0.576 -2.985 -0.667 0.136 0.767 0.080 0.296
H 0.837 2.368 -1.854 0.016 -0.122 0.421 0.372
H 0.682 1.040 -2.832 1.633 1.294 0.203 0.408
H 2.223 1.521 -2.105 1.424 -0.035 -0.675 0.327
```
Forces are in eV/Å.

A structure of composition C6H14N4O2S4Zr at a distorted geometry, computed with the ωB97M-V functional and the def2-TZVPD basis.

Results
total charge: +2
largest force on an atom: 0.091 Eh/bohr
highest occupied orbital energy: -14.554 eV
E: -2245.93105 Ha
lowest unoccupied orbital energy: -7.59 eV
multiplicity: 1

```
31
Properties=species:S:1:pos:R:3:forces:R:3:mulliken_charge:R:1
Zr -0.148 -0.338 -0.246 2.208 -1.491 -3.851 0.968
N -0.423 2.082 0.560 0.051 0.407 0.130 -0.626
C -0.567 1.752 2.019 -0.355 0.150 0.427 0.630
C -1.755 2.435 2.700 0.211 -0.236 0.016 -0.932
C -2.044 1.931 4.122 0.267 0.209 -0.179 -1.033
C -0.850 1.973 5.075 -0.294 0.241 0.316 -0.891
N 0.012 0.816 4.862 -0.142 -0.202 -0.167 -0.182
C 1.253 0.665 5.321 0.171 -0.042 -0.143 0.828
N 1.860 1.647 5.981 -0.024 0.057 0.107 -0.360
N 1.910 -0.463 5.059 0.052 -0.098 0.009 -0.352
C -0.706 0.240 1.821 0.393 0.664 1.572 0.590
O 0.371 -0.441 1.798 -0.577 0.419 0.880 -0.358
O -1.667 -0.177 1.099 -1.073 0.163 0.779 -0.694
H 0.372 2.712 0.397 -0.370 -0.293 0.040 0.278
H -1.272 2.573 0.253 0.348 -0.219 0.002 0.267
H 0.390 1.946 2.518 -0.313 -0.071 -0.133 0.332
H -2.650 2.254 2.099 0.038 0.118 -0.046 0.529
H -1.571 3.511 2.733 -0.004 -0.026 -0.118 0.388
H -2.445 0.916 4.087 -0.102 -0.086 0.070 0.371
H -2.831 2.565 4.532 -0.002 -0.124 0.039 0.422
H -1.215 1.977 6.108 0.077 0.032 -0.096 0.474
H -0.273 2.889 4.910 -0.010 -0.028 -0.004 0.509
H -0.450 -0.007 4.499 0.159 -0.034 0.197 0.245
H 1.353 2.449 6.319 0.002 -0.087 -0.022 0.222
H 2.800 1.527 6.328 -0.060 0.016 -0.034 0.214
H 1.507 -1.192 4.491 0.034 0.114 0.040 0.176
H 2.852 -0.606 5.385 -0.024 -0.028 0.044 0.215
S -0.074 -2.747 -0.676 0.010 0.659 -0.157 -0.155
S 0.767 -1.725 -2.324 -0.050 0.164 0.682 -0.023
S 2.654 -1.164 -1.668 -0.017 -0.133 -0.453 0.128
S 2.184 0.480 -0.499 -0.604 -0.213 0.051 -0.182
```
Forces are in eV/Å.

The ion C6H14N5 with charge +1 at a distorted geometry, computed with the ωB97M-V functional and the def2-TZVPD basis.

Results
total charge: +1
largest force on an atom: 0.096 Eh/bohr
highest occupied orbital energy: -11.055 eV
E: -510.53340 Ha
lowest unoccupied orbital energy: -2.77 eV
relative energy (zero: lowest compared OMol25 entry of this formula, charge and spin): 222.4 kJ/mol
multiplicity: 1
SMILES: CC(=[NH2+])C1=C(NCN)NCN1

```
25
Properties=species:S:1:pos:R:3:forces:R:3:mulliken_charge:R:1
C -0.652 -1.140 -2.596 -0.882 -2.093 -0.383 -1.432
C -0.765 0.208 -2.017 2.207 2.169 1.867 0.671
N -1.278 1.214 -2.873 2.201 -1.936 1.233 -0.587
C -0.165 0.726 -0.866 -0.480 -2.204 2.250 -0.094
C 0.254 0.034 0.540 -1.176 -2.129 -4.279 0.439
N 0.033 -1.285 0.807 0.259 3.355 0.280 -0.078
C 0.582 -1.903 1.962 -1.066 -1.112 2.820 -0.523
N 0.685 -0.986 3.124 -1.553 -0.286 0.700 -0.653
N 0.823 0.904 1.310 -0.459 -0.019 -1.968 -0.023
C 0.679 2.213 0.720 -0.055 3.115 1.534 -0.649
N -0.193 2.085 -0.430 -0.089 0.069 -2.630 -0.381
H -0.117 -2.003 -2.063 -0.639 1.648 -0.397 0.293
H -0.182 -1.070 -3.599 -0.196 0.001 0.524 0.365
H -1.716 -1.479 -2.767 1.052 -0.006 -0.002 0.389
H -1.695 1.861 -2.278 -1.509 1.646 0.343 0.240
H -1.810 0.831 -3.600 -1.072 -0.094 -1.118 0.286
H -0.262 -1.867 0.069 -0.512 -0.423 -0.833 0.146
H -0.018 -2.786 2.279 0.070 0.604 -0.639 0.368
H 1.524 -2.298 1.709 1.535 -0.317 -0.042 0.406
H 0.069 -1.152 3.966 0.233 -0.055 -1.916 0.232
H 1.566 -1.051 3.551 1.712 -0.189 0.242 0.256
H 1.018 0.639 2.258 0.015 0.154 0.865 0.375
H 1.659 2.756 0.579 -0.796 -0.845 -0.204 0.303
H 0.109 2.790 1.486 0.598 0.052 -0.455 0.337
H -0.147 2.759 -1.269 0.602 -1.107 2.204 0.312
```
Forces are in eV/Å.

The ion C6H14N6 with charge +2 at a distorted geometry, computed with the ωB97M-V functional and the def2-TZVPD basis.

Results
total charge: +2
largest force on an atom: 0.115 Eh/bohr
highest occupied orbital energy (spin up / spin down): -17.009 / -17.005 eV
E: -564.75716 Ha
lowest unoccupied orbital energy (spin up / spin down): -9.92 / -9.92 eV
relative energy (zero: lowest compared OMol25 entry of this formula, charge and spin): 364.9 kJ/mol
multiplicity: 1

```
26
Properties=species:S:1:pos:R:3:forces:R:3:mulliken_charge:R:1
C -0.709 -0.306 0.458 -1.022 -0.267 2.007 -0.186
C -2.581 1.182 0.669 -0.957 1.955 2.249 -0.141
C 0.369 0.561 -0.010 -0.472 -2.384 -2.776 0.522
C -1.546 -1.088 -0.532 1.451 -2.715 0.872 0.263
C 3.351 0.218 1.313 0.530 -0.769 -0.862 -1.136
C 2.818 0.559 -0.112 3.181 -4.973 0.042 -0.578
N -1.622 0.536 1.217 1.667 -1.868 1.181 -0.607
N -3.233 0.888 -0.408 -0.530 -0.174 -1.781 -0.668
N -0.071 1.503 -0.754 -2.936 3.764 -1.390 -0.278
N -1.405 -2.422 -0.756 -0.195 2.706 0.537 -0.312
N 1.498 -0.045 -0.104 2.246 -1.231 1.128 -0.162
N -2.690 -0.421 -0.951 -2.857 -0.365 -0.287 0.176
H -0.204 -1.047 1.100 -0.731 0.057 0.171 0.512
H -2.947 2.127 1.275 0.380 -1.887 -1.428 0.362
H 4.230 0.786 1.581 -0.022 0.517 0.115 0.370
H 2.502 0.404 1.951 0.221 0.140 0.856 0.355
H 3.713 -0.843 1.417 -0.738 0.779 -0.296 0.365
H 3.528 0.084 -0.902 -1.556 0.572 1.146 0.290
H 2.866 1.539 -0.290 -0.586 4.018 -0.656 0.501
H -1.116 1.731 -0.715 2.133 -0.260 0.242 0.371
H 0.372 2.154 -1.389 0.919 -0.214 0.324 0.233
H -0.428 -2.747 -0.788 -0.801 -0.297 0.399 0.303
H -2.179 -3.109 -0.847 0.680 0.629 -0.335 0.282
H 1.584 -0.967 0.400 -0.361 1.465 -0.578 0.331
H -2.574 -0.213 -1.941 -0.186 0.121 -0.623 0.417
H -3.524 -1.066 -0.881 0.543 0.681 -0.258 0.415
```
Forces are in eV/Å.

A cluster of 2 separate species, C6H14N7 in total at a distorted geometry, computed with the ωB97M-V functional and the def2-TZVPD basis.

Results
total charge: +1
largest force on an atom: 0.105 Eh/bohr
highest occupied orbital energy (spin up / spin down): -12.790 / -12.788 eV
E: -619.94548 Ha
lowest unoccupied orbital energy (spin up / spin down): -4.60 / -4.60 eV
relative energy (zero: lowest compared OMol25 entry of this formula, charge and spin): 370.4 kJ/mol
multiplicity: 1

```
27
Properties=species:S:1:pos:R:3:forces:R:3:mulliken_charge:R:1
C -0.280 -0.889 -0.427 1.558 4.679 2.250 0.632
C -2.947 -0.917 1.042 2.280 -2.077 0.337 0.537
C 2.645 0.637 0.292 -3.002 1.254 -0.628 -0.519
C -1.522 1.580 -0.697 1.066 0.586 0.597 -0.394
C 1.451 0.019 1.053 1.610 -3.270 -0.855 -1.245
C -0.581 1.394 0.495 -0.380 -1.890 0.443 -0.768
N 0.486 -1.859 -0.758 1.047 -4.000 -1.408 -0.265
N -2.045 -1.674 1.264 -1.969 1.188 -0.310 -0.530
N 3.102 -0.392 -0.633 -0.484 -0.101 1.386 -0.546
N -1.486 -0.683 -1.080 1.599 -0.336 0.935 0.312
N -3.563 0.098 0.580 -1.022 1.199 -1.886 -0.485
N -2.208 0.365 -1.049 -2.014 0.016 -0.463 -0.629
N 0.223 0.121 0.337 -2.503 -0.718 -2.122 0.344
H 2.221 1.533 -0.307 0.853 -1.303 0.859 0.347
H 3.290 1.033 1.038 1.241 0.166 0.348 0.355
H -2.274 2.285 -0.342 0.036 0.068 -0.649 0.347
H -0.957 1.943 -1.609 -0.821 -0.369 0.836 0.342
H 1.165 0.346 1.993 0.414 1.241 2.073 0.515
H 1.767 -1.138 1.270 -1.082 2.576 -0.478 0.476
H -1.223 1.273 1.405 0.755 0.325 -0.524 0.311
H 0.131 2.201 0.578 0.015 0.258 0.168 0.494
H 0.061 -2.607 -1.330 0.588 0.503 0.585 0.235
H 1.493 -2.024 -0.494 -1.796 0.918 -0.397 0.179
H -1.769 -1.520 -1.518 -1.347 -0.683 -0.880 0.199
H -4.489 0.012 0.052 1.813 -0.238 1.114 0.282
H 3.859 -0.015 -1.145 1.033 0.025 -0.812 0.253
H 3.450 -1.123 -0.012 0.512 -0.017 -0.517 0.219
```
Forces are in eV/Å.

Which value of multiplicity does entry 2 give?
1

Which formula does entry 6 have?
C6H14N7